Computed, not measured: a structure of composition C37H46Br2N8O5PPtS at a distorted geometry, with the ωB97M-V functional and the def2-TZVPD basis.

Geometry as XYZ:
```
101
Properties=species:S:1:pos:R:3:forces:R:3:lowdin_charge:R:1
Pt 0.11880 -0.33451 0.72713 -0.1803 0.6284 0.1834 1.12
C -0.22374 2.68763 4.84347 -0.0164 0.0765 -0.0569 -0.04
C 0.75248 1.81135 4.12853 0.2429 -0.0467 0.1119 -0.24
C 2.10155 2.14358 3.99952 -0.2302 -0.4715 -0.2518 -0.01
C 2.93991 1.30027 3.28285 -0.0563 0.2629 0.2368 -0.11
C 2.36985 0.20687 2.67615 -0.1993 -0.5846 -0.1921 -0.78
Br 3.41793 -0.94635 1.60068 0.2978 0.0187 0.0692 0.74
N 1.09327 -0.13905 2.77369 0.4602 0.5569 0.3995 -0.08
C 0.31181 0.64239 3.53191 0.2233 0.0685 0.0308 -0.09
H 0.19273 3.09770 5.76300 -0.0261 0.0035 0.0165 0.08
H -1.13150 2.13362 5.07038 -0.0605 0.0406 0.0842 0.07
H -0.49546 3.51227 4.18472 -0.0980 0.1257 0.0675 0.09
H 2.48884 3.04523 4.44896 0.0580 0.1041 0.0862 0.12
H 3.99636 1.48462 3.18404 0.0997 0.0655 -0.0457 0.10
H -0.71638 0.33031 3.63147 -0.1694 0.0176 -0.1248 0.10
O -3.63416 -9.24443 5.23899 0.1332 0.1115 -0.0602 -0.37
S -2.66772 -8.16423 5.26522 0.1345 -0.0008 -0.2394 0.40
O -3.17969 -6.90190 5.76363 0.0851 -0.0645 -0.0614 -0.38
O -1.33690 -8.52980 5.73823 -0.2135 0.0357 0.0953 -0.37
C -2.23382 -7.83805 3.50321 -0.1940 -0.3226 1.0427 -0.35
N -2.25718 -8.86418 2.67262 -0.1221 -0.6221 -0.3697 0.12
C -1.79689 -8.65740 1.45160 -0.0051 0.1435 0.0243 -0.12
C -1.31126 -7.42567 1.04003 0.0374 0.3040 0.1431 0.00
C -1.34004 -6.40213 1.98938 -0.2944 -1.0407 0.0252 -0.22
N -1.79837 -6.63134 3.22026 0.2468 0.9477 -0.3960 0.17
C -0.93224 -5.02513 1.68639 0.1063 0.7383 -0.0718 -0.13
C -0.07705 -4.69031 0.63578 -0.1969 0.0171 0.2583 0.00
C 0.20615 -3.36082 0.39581 0.1347 -0.1788 -0.1934 -0.12
N -0.29547 -2.36461 1.12780 -0.0925 -0.1610 -0.0482 -0.11
C -1.08697 -2.67936 2.15648 -0.1827 -0.1390 0.2670 -0.10
C -1.43334 -3.97930 2.46290 0.2255 -0.2057 -0.1972 0.04
H -1.83365 -9.50919 0.78106 0.0595 0.0261 -0.1013 0.10
H -0.96497 -7.26088 0.03127 0.0161 -0.0275 -0.0754 0.10
H 0.37747 -5.45235 0.02125 0.0299 -0.0100 -0.0656 0.11
H 0.86909 -3.08645 -0.41530 -0.0295 0.1118 0.0286 0.10
H -1.47013 -1.85201 2.73741 0.0082 -0.0289 -0.0859 0.10
H -2.07865 -4.20801 3.29565 -0.0571 0.0115 0.1092 0.12
Br -3.90098 1.31082 3.28963 -0.4899 0.3523 0.4626 0.83
C -4.76373 1.05578 1.62339 0.0224 -0.0211 0.0230 -0.58
C -6.06715 1.51770 1.52674 -0.0317 0.0844 0.0416 -0.14
C -6.74929 1.40638 0.33029 0.0166 -0.0178 -0.0814 -0.09
C -6.13818 0.81215 -0.76467 -0.0465 0.0085 -0.0245 -0.08
C -4.84734 0.33250 -0.65168 0.0046 0.0333 -0.0038 -0.03
C -4.13608 0.45722 0.53815 0.1301 -0.0355 0.1220 -0.15
C -2.70384 -0.01406 0.59148 -0.2394 -0.0938 -0.5914 -0.67
O -2.15962 -0.38488 -0.46981 -0.0770 0.0038 -0.4805 -0.07
O -2.12538 0.02999 1.69429 1.0101 -0.3100 0.2043 -0.21
H -6.53229 1.97596 2.38570 -0.0283 0.0350 0.0635 0.09
H -7.75577 1.79092 0.24933 -0.0809 0.0050 0.0205 0.10
H -6.66849 0.73666 -1.70322 -0.0269 -0.0625 -0.0541 0.10
H -4.34803 -0.14325 -1.48292 0.0614 0.0052 -0.0462 0.11
N 1.08953 1.37072 0.30272 -0.3425 -0.5880 -0.1669 -0.34
P 1.33857 1.97566 -1.10245 0.2385 0.6577 -0.9125 0.62
N 0.07682 2.97079 -1.63673 0.4591 -0.4736 0.4084 -0.20
C -1.31338 2.63177 -1.42149 -0.2681 -0.4196 0.2264 -0.21
C -2.02591 2.24450 -2.72199 -0.0269 0.2354 0.1348 -0.17
C -1.83908 3.31944 -3.78821 0.1142 -0.2332 -0.0852 -0.20
C -0.35530 3.63413 -3.95252 -0.1399 0.2702 0.1026 -0.18
C 0.21702 4.03920 -2.59473 0.3462 -0.0742 -0.3489 -0.21
N 1.67286 0.88586 -2.41150 -0.1081 0.7899 0.7347 -0.20
C 2.98730 0.24680 -2.44421 0.3190 -0.0594 0.1441 -0.21
C 2.98367 -0.92840 -3.43771 -0.0174 0.1418 -0.1710 -0.17
C 1.88052 -0.73303 -4.47317 0.0523 -0.1935 0.0373 -0.20
C 0.54080 -0.84088 -3.74697 0.0749 0.1788 -0.1132 -0.16
C 0.65136 -0.14459 -2.38662 -0.4397 -0.5393 -0.0917 -0.28
N 2.70105 2.96733 -1.10728 -0.5236 -0.4882 0.1173 -0.23
C 3.48397 3.45312 -2.21504 0.1051 -0.0223 -0.2634 -0.22
C 4.98933 3.15931 -2.00359 0.0085 -0.1649 0.1327 -0.18
C 5.23465 2.66447 -0.57991 0.0720 0.1530 0.0005 -0.20
C 4.54486 3.60067 0.40446 0.0186 -0.1351 -0.0896 -0.17
C 3.02626 3.61418 0.14312 -0.1103 0.1387 0.4928 -0.21
H -1.81945 3.50076 -0.97725 -0.0211 -0.0160 0.0058 0.13
H -1.35237 1.81298 -0.70038 -0.1327 0.1560 -0.0719 0.07
H -3.08645 2.08608 -2.51950 -0.0229 -0.0701 0.0425 0.11
H -1.61661 1.30739 -3.09647 -0.0452 -0.1268 -0.0030 0.09
H -2.36329 4.22732 -3.48167 -0.0790 0.1124 -0.0329 0.11
H -2.26752 2.98631 -4.73714 -0.0603 0.0768 0.0163 0.11
H -0.21375 4.44128 -4.67566 0.0489 -0.0062 -0.0495 0.11
H 0.18040 2.74939 -4.30524 0.0552 -0.0169 -0.0469 0.11
H -0.33239 4.91516 -2.21716 0.0776 -0.0059 -0.0274 0.12
H 1.26521 4.30953 -2.68156 -0.0084 0.1281 -0.0134 0.08
H 3.27241 -0.12069 -1.44604 0.0078 0.0744 -0.0423 0.08
H 3.72462 0.98518 -2.75601 0.0158 -0.0639 0.0317 0.08
H 2.79427 -1.86197 -2.90355 0.0790 -0.0786 -0.0178 0.11
H 3.96043 -1.00953 -3.91911 0.0167 -0.0433 0.1091 0.11
H 1.95242 -1.48160 -5.26610 0.0041 0.0675 -0.0073 0.11
H 1.98240 0.25487 -4.92732 -0.0003 -0.0220 -0.0587 0.11
H 0.28920 -1.89147 -3.59325 -0.0789 -0.0333 -0.0008 0.11
H -0.25495 -0.39499 -4.34656 -0.0521 0.0090 -0.0034 0.10
H 0.89254 -0.88598 -1.59091 -0.0953 0.2025 -0.3286 0.07
H -0.30061 0.30046 -2.10296 -0.0408 -0.2011 0.0368 0.06
H 3.35782 4.54343 -2.30748 -0.1119 -0.0760 -0.0561 0.11
H 3.11900 2.99164 -3.13126 -0.0065 0.0991 -0.0985 0.11
H 5.56117 4.07535 -2.16624 0.0440 -0.0053 -0.0700 0.10
H 5.35166 2.41231 -2.71258 -0.0005 0.0721 -0.0827 0.10
H 6.30695 2.61611 -0.37854 -0.0110 -0.0529 0.0014 0.11
H 4.82201 1.66193 -0.46423 0.0422 -0.0826 0.0283 0.09
H 4.95049 4.60779 0.28326 0.0818 0.0266 0.0519 0.11
H 4.74818 3.28170 1.42725 -0.0094 0.0808 0.0714 0.09
H 2.66213 4.65265 0.15100 -0.0479 -0.0158 -0.0447 0.12
H 2.48462 3.06329 0.91365 0.1197 0.1385 0.0732 0.07
```
Forces are in eV/Å.

The multiplicity is 3. The highest occupied orbital energy (spin up / spin down) comes out at -5.366 / -5.366 eV. The net charge is -1. The expectation value of S² is 2.010. The value obtained for the relative energy (zero: lowest compared OMol25 entry of this formula, charge and spin) is 54.9 kJ/mol.